Below is C49H28Cl5N5Yb as an isolated structure in a non-equilibrium geometry, with properties calculated with ωB97M-V with the def2-TZVPD basis set.

The calculation puts the HOMO energy (spin up / spin down) at -9.15 / -9.27 eV. As for the expectation value of S²: 1.210.

```
! RIJCOSX wB97M-V def2-TZVPD def2/J DEFGRID3
* xyz 1 2
Yb -0.067 0.031 0.251
Cl -6.756 6.441 0.338
C -5.597 5.383 -0.262
C -4.310 5.545 0.252
C -3.297 4.669 -0.134
C -3.626 3.472 -0.802
C -4.865 3.367 -1.422
C -5.871 4.335 -1.228
C -2.599 2.402 -0.858
C -2.999 1.055 -0.577
C -4.409 0.651 -0.257
C -4.376 -0.732 -0.261
C -3.073 -1.230 -0.474
C -2.516 -2.605 -0.395
C -3.458 -3.745 -0.157
C -3.406 -4.884 -0.967
C -4.369 -5.907 -0.836
C -5.473 -5.762 0.038
Cl -6.850 -6.741 0.037
C -5.401 -4.698 0.989
C -4.442 -3.676 0.836
C -1.054 -2.884 -0.330
N 0.048 -2.064 -0.580
C 1.198 -2.846 -0.422
C 2.496 -2.341 -0.705
C 3.643 -3.268 -0.622
C 4.393 -3.520 -1.761
C 5.355 -4.538 -1.730
C 5.801 -5.044 -0.423
Cl 7.026 -6.208 -0.337
C 5.116 -4.693 0.704
C 3.938 -3.928 0.616
C 2.894 -0.926 -0.874
C 4.107 -0.537 -1.415
C 4.140 0.872 -1.406
C 2.854 1.328 -0.906
N 2.080 0.131 -0.573
C 2.315 2.639 -0.794
C 0.962 2.891 -1.243
C 0.436 3.978 -1.989
C -0.932 3.925 -1.946
C -1.275 2.723 -1.218
N -0.107 2.142 -0.741
C 3.211 3.812 -0.557
C 4.524 3.585 -0.065
C 5.368 4.633 0.209
C 4.999 5.909 -0.238
Cl 6.131 7.244 -0.456
C 3.625 6.155 -0.460
C 2.722 5.144 -0.514
C 0.847 -4.182 0.066
C -0.563 -4.152 0.117
N -2.222 -0.086 -0.653
H -4.172 6.441 0.876
H -2.232 4.841 0.169
H -4.994 2.437 -1.968
H -6.789 4.317 -1.724
H -5.370 1.242 -0.173
H -5.267 -1.330 -0.124
H -2.627 -4.925 -1.759
H -4.263 -6.786 -1.489
H -6.233 -4.546 1.678
H -4.462 -2.797 1.489
H 4.180 -2.877 -2.627
H 5.898 -4.918 -2.556
H 5.452 -4.933 1.678
H 3.393 -3.709 1.489
H 4.952 -1.159 -1.613
H 4.943 1.537 -1.760
H 1.037 4.730 -2.433
H -1.609 4.663 -2.243
H 4.846 2.582 0.161
H 6.364 4.452 0.552
H 3.340 7.205 -0.594
H 1.664 5.301 -0.488
H 1.459 -5.058 0.160
H -1.142 -4.989 0.383
Cl 3.114 -0.416 4.910
C 1.687 -0.525 3.976
C 0.686 -1.419 4.292
C -0.632 -1.170 3.846
C -0.824 -0.129 2.938
N 0.187 0.650 2.503
C 1.372 0.481 3.017
H 0.866 -2.072 5.112
H -1.491 -1.705 4.207
H -1.830 0.158 2.596
H 2.179 1.167 2.653
*
```

Mulliken population analysis, charges in e, atoms 1 to 2: 1.480, -0.191


Below is C49H29Cl4N5STe4Ti as an isolated structure in a non-equilibrium geometry, with properties calculated with ωB97M-V with the def2-TZVPD basis set.

The calculation puts the HOMO energy (spin up / spin down) at -0.30 / -0.31 eV. For the relative energy (zero: lowest compared OMol25 entry of this formula, charge and spin), the calculation gives 156.4 kcal per mole.

```
! RIJCOSX wB97M-V def2-TZVPD def2/J DEFGRID3
* xyz -2 1
Ti 0.060 -0.358 0.040
Cl 7.324 -6.395 0.716
C 5.978 -5.269 0.707
C 5.187 -5.156 1.835
C 4.107 -4.275 1.815
C 3.821 -3.515 0.688
C 4.661 -3.620 -0.419
C 5.743 -4.494 -0.415
C 2.677 -2.578 0.651
C 1.418 -3.037 0.809
C 0.984 -4.355 1.327
C -0.337 -4.292 1.534
C -0.806 -2.987 1.018
C -2.095 -2.594 0.802
C -3.239 -3.505 1.041
C -4.444 -2.964 1.503
C -5.552 -3.755 1.754
C -5.474 -5.121 1.522
Cl -6.860 -6.139 1.859
C -4.323 -5.681 1.012
C -3.212 -4.866 0.772
C -2.420 -1.479 -0.157
N -1.940 -0.156 0.005
C -2.517 0.854 -0.739
C -2.030 2.133 -0.645
C -2.714 3.322 -1.227
C -3.971 3.712 -0.790
C -4.594 4.845 -1.307
C -3.932 5.591 -2.265
Cl -4.730 6.994 -2.961
C -2.651 5.261 -2.674
C -2.044 4.132 -2.138
C -0.915 2.507 0.223
C -0.726 3.831 0.723
C 0.429 3.813 1.456
C 0.947 2.487 1.378
N 0.074 1.696 0.631
C 2.234 2.117 1.716
C 2.811 0.903 1.384
C 4.190 0.571 1.490
C 4.319 -0.712 1.040
C 2.998 -1.171 0.747
N 2.104 -0.191 0.910
C 3.045 3.116 2.449
C 4.240 3.605 1.939
C 5.031 4.481 2.678
C 4.609 4.870 3.936
Cl 5.619 5.930 4.899
C 3.394 4.445 4.443
C 2.621 3.567 3.691
C -3.072 -0.839 -2.386
C -3.020 -1.855 -1.295
N 0.320 -2.255 0.636
H 5.411 -5.744 2.719
H 3.496 -4.161 2.707
H 4.482 -2.999 -1.295
H 6.390 -4.566 -1.282
H 1.649 -5.183 1.536
H -0.973 -5.048 1.973
H -4.502 -1.893 1.676
H -6.469 -3.320 2.137
H -4.285 -6.742 0.788
H -2.333 -5.301 0.306
H -4.476 3.116 -0.035
H -5.581 5.142 -0.970
H -2.131 5.874 -3.403
H -1.037 3.867 -2.453
H -1.391 4.669 0.552
H 0.903 4.644 1.962
H 4.971 1.217 1.868
H 5.217 -1.312 0.970
H 4.549 3.319 0.936
H 5.965 4.856 2.273
H 3.059 4.787 5.416
H 1.670 3.218 4.085
H -3.708 -1.125 -3.227
H -3.359 -2.874 -1.454
Te 2.735 1.579 -4.069
Te 4.894 0.001 -4.493
Te 3.648 2.820 -6.329
Te 1.292 0.537 -1.833
S -0.273 -1.309 -2.198
C -1.691 -0.568 -2.916
N -1.489 0.307 -3.880
C -2.316 1.239 -4.411
C -3.568 1.669 -3.884
C -4.164 1.398 -2.703
C -3.662 0.459 -1.672
H -0.574 0.267 -4.328
H -1.932 1.690 -5.316
H -4.085 2.374 -4.531
H -5.167 1.792 -2.552
H -4.493 0.139 -1.032
*
```

Mulliken population analysis, charges in e, atoms 1 to 2: -0.185, -0.256